Record 1
The following is a DFT calculation (the ωB97M-V functional and the def2-TZVPD basis) of an isolated molecule of C5H9NO in a non-equilibrium geometry.

Geometry as XYZ:
```
16
Properties=species:S:1:pos:R:3:lowdin_charge:R:1
O 2.434 -0.873 -1.650 -0.04
C 1.706 -1.206 -0.631 -0.20
C 0.252 -1.253 -0.292 -0.22
C -0.147 -0.701 1.079 -0.19
C -0.434 0.775 0.905 -0.30
C -1.171 1.968 -0.924 0.01
N -1.327 0.856 -0.219 -0.07
H 2.348 -1.463 0.322 0.14
H -0.463 -0.915 -1.092 0.13
H 0.050 -2.296 -0.417 0.11
H -1.212 -1.036 1.188 0.12
H 0.687 -0.982 1.853 0.15
H 0.414 1.351 0.533 0.10
H -0.985 1.157 1.816 0.14
H -0.345 2.560 -0.649 0.05
H -1.807 2.058 -1.823 0.08
```

Values from the calculation:
Kohn-Sham gap = 10.49 eV
SMILES = C=NCCCC=O
Lowest unoccupied orbital energy = 0.77 eV
E_HOMO = -9.73 eV
Multiplicity = 1
Strongest force on any atom = 0.1194 Eh/bohr
Energy above the lowest of the compared OMol25 structures with the same formula, charge and spin = 81.7 kcal/mol

---

Record 2
The following is a DFT calculation (the ωB97M-V functional and the def2-TZVPD basis) of ClH18O13 as an isolated structure in a non-equilibrium geometry.

Geometry as XYZ:
```
32
Properties=species:S:1:pos:R:3:lowdin_charge:R:1
Cl -0.317 0.087 0.270 0.87
O 0.239 -1.102 0.896 -0.31
O -1.158 0.878 1.072 -0.23
O 0.820 0.890 -0.118 -0.39
O -0.913 -0.337 -0.948 -0.29
O 2.022 -2.606 0.513 -0.06
H 1.704 -3.419 0.907 0.03
H 1.410 -1.937 0.817 -0.07
O 1.075 1.498 2.406 -0.05
H 1.133 1.323 1.467 -0.05
H 1.628 0.828 2.809 0.03
O 2.784 1.743 0.201 -0.06
H 1.952 2.162 -0.019 0.03
H 2.948 1.140 -0.524 0.04
O -0.676 -3.112 -0.863 -0.05
H -0.578 -2.180 -1.059 -0.01
H -0.175 -3.242 -0.058 0.00
O -3.347 0.460 -0.349 -0.06
H -4.074 0.994 -0.030 0.04
H -2.566 0.980 -0.159 -0.03
O -1.677 0.663 -2.691 -0.07
H -2.158 -0.074 -3.067 0.03
H -1.196 0.285 -1.954 -0.19
O 1.096 -1.552 2.732 -0.07
H 0.558 -1.029 2.137 -0.11
H 0.525 -2.272 3.001 0.05
O -1.576 3.109 -0.013 -0.04
H -0.891 2.505 -0.300 0.00
H -1.989 3.407 -0.823 0.05
O 1.018 0.017 -2.455 -0.05
H 1.491 -0.725 -2.078 0.04
H 0.889 0.617 -1.721 -0.03
```

Values from the calculation:
Kohn-Sham gap = 9.77 eV
Lowest unoccupied orbital energy = 3.00 eV
E_HOMO = -6.76 eV
Multiplicity = 1
Strongest force on any atom = 0.1128 Eh/bohr
Charge = -1
Energy above the lowest of the compared OMol25 structures with the same formula, charge and spin = 146.8 kcal/mol

---

Record 3
The following is a DFT calculation (the ωB97M-V functional and the def2-TZVPD basis) of ClZr as an isolated structure.

Geometry as XYZ:
```
2
Properties=species:S:1:pos:R:3:lowdin_charge:R:1
Zr 0.392 -1.942 -0.519 2.28
Cl -0.392 1.942 0.519 0.72
```

Values from the calculation:
Kohn-Sham gap = 4.49 eV
Lowest unoccupied orbital energy = -21.32 eV
E_HOMO = -25.81 eV
Multiplicity = 1
Strongest force on any atom = 0.0093 Eh/bohr
Charge = +3
Energy above the lowest of the compared OMol25 structures with the same formula, charge and spin = 119.3 kcal/mol

---

Record 4
The following is a DFT calculation (the ωB97M-V functional and the def2-TZVPD basis) of C26H31ClN2O8Ta as an isolated structure in a non-equilibrium geometry.

Geometry as XYZ:
```
69
Properties=species:S:1:pos:R:3:lowdin_charge:R:1
Ta -0.146 -0.502 -0.037 1.99
O -0.442 1.109 3.877 0.23
C -0.059 0.635 2.729 -0.43
O -0.847 0.255 1.860 -0.04
C 1.371 0.564 2.421 -0.17
C 2.439 0.990 3.182 0.07
C 3.714 0.876 2.641 0.04
C 3.877 0.322 1.376 0.08
C 2.754 -0.094 0.695 -0.13
N 1.525 0.047 1.192 0.00
C 2.728 -0.748 -0.662 -0.48
O 3.691 -0.979 -1.313 0.22
O 1.454 -0.983 -1.021 -0.15
H -1.414 1.113 3.928 0.18
H 2.265 1.406 4.164 0.14
H 4.577 1.211 3.201 0.14
H 4.848 0.193 0.917 0.15
C -0.163 1.956 -1.957 -0.27
C -0.485 1.812 -0.504 -0.37
C -1.951 2.093 -0.451 -0.28
C -2.427 2.230 -1.710 -0.22
C -1.305 2.161 -2.649 -0.21
C -1.424 2.262 -4.133 -0.01
C -3.836 2.586 -2.071 -0.03
C -2.735 2.384 0.792 -0.03
C 0.341 2.770 0.354 -0.05
C 1.216 1.852 -2.539 -0.03
H -0.483 2.572 -4.585 0.08
H -2.190 2.978 -4.433 0.08
H -1.695 1.295 -4.568 0.10
H -4.083 3.595 -1.728 0.09
H -4.557 1.906 -1.613 0.08
H -3.999 2.554 -3.147 0.08
H -3.309 3.304 0.662 0.09
H -2.084 2.533 1.655 0.06
H -3.445 1.590 1.037 0.08
H 0.004 3.796 0.182 0.11
H 1.402 2.735 0.094 0.08
H 0.254 2.613 1.434 0.06
H 1.969 1.640 -1.776 0.06
H 1.514 2.782 -3.026 0.09
H 1.287 1.055 -3.284 0.10
C -3.313 -4.963 -1.794 0.00
N -2.272 -4.232 -1.015 -0.12
C -0.897 -4.952 -1.038 -0.41
C -2.772 -3.850 0.354 -0.09
C -1.602 -3.501 1.253 -0.22
C -1.530 -4.435 2.298 -0.05
C -0.515 -4.466 3.231 -0.06
C 0.487 -3.539 3.088 -0.08
C 0.399 -2.594 2.078 -0.15
C -0.631 -2.450 1.126 -0.14
H -2.932 -5.127 -2.799 0.11
H -4.223 -4.366 -1.830 0.10
H -3.520 -5.915 -1.310 0.10
H -1.072 -5.980 -1.413 0.12
H -0.564 -5.015 0.010 0.10
H -2.221 -3.364 -1.537 0.10
H -3.268 -4.727 0.755 0.12
H -3.509 -3.054 0.247 0.12
H -2.296 -5.196 2.351 0.11
H -0.497 -5.211 4.015 0.12
H 1.337 -3.526 3.759 0.11
H 1.241 -1.916 2.086 0.07
O -0.994 -0.610 -2.088 -0.48
Cl -2.472 -0.915 -1.682 0.99
O -0.075 -4.223 -1.763 -0.21
O -3.561 -0.538 -2.568 -0.32
O -2.480 -0.538 -0.180 -0.51
```

Values from the calculation:
Kohn-Sham gap = 3.83 eV
Lowest unoccupied orbital energy = -5.60 eV
E_HOMO = -9.43 eV
Multiplicity = 1
Strongest force on any atom = 0.1010 Eh/bohr
Charge = +1
Energy above the lowest of the compared OMol25 structures with the same formula, charge and spin = 85.8 kcal/mol

---

Record 5
The following is a DFT calculation (the ωB97M-V functional and the def2-TZVPD basis) of an isolated molecule of C10H11N in a non-equilibrium geometry.

Geometry as XYZ:
```
22
Properties=species:S:1:pos:R:3:lowdin_charge:R:1
C -0.912 -1.535 0.144 -0.04
C 0.349 -1.088 0.189 -0.05
C -2.056 -0.560 0.053 -0.27
C 0.694 0.322 0.320 -0.29
C 1.985 0.436 0.386 0.01
C -1.583 0.859 -0.020 -0.26
C -3.313 -0.969 -0.125 0.05
C 3.181 0.054 0.565 -0.17
C -2.710 1.875 -0.073 -0.04
C 4.195 -0.062 -0.583 -0.08
N -0.332 1.222 0.112 0.15
H -1.020 -2.618 -0.083 0.12
H 1.127 -1.786 0.368 0.10
H -4.087 -0.124 -0.228 0.08
H -3.579 -2.076 -0.155 0.09
H 3.659 -0.040 1.548 0.12
H -3.218 1.734 0.872 0.09
H -3.242 1.750 -0.980 0.07
H -2.244 2.883 -0.038 0.09
H 3.581 -0.439 -1.445 0.10
H 4.945 -0.785 -0.216 0.07
H 4.579 0.949 -0.611 0.07
```

Values from the calculation:
Kohn-Sham gap = 7.83 eV
SMILES = C=c1ccc(=C=CC)nc1C
Lowest unoccupied orbital energy = -0.03 eV
E_HOMO = -7.87 eV
Multiplicity = 1
Strongest force on any atom = 0.0606 Eh/bohr
Energy above the lowest of the compared OMol25 structures with the same formula, charge and spin = 76.3 kcal/mol

---

Record 6
The following is a DFT calculation (the ωB97M-V functional and the def2-TZVPD basis) of a 2-piece molecular cluster, C4H9N overall in a non-equilibrium geometry.

Geometry as XYZ:
```
14
Properties=species:S:1:pos:R:3:lowdin_charge:R:1
C -1.823 5.549 -0.685 -0.15
N -3.080 5.541 -0.861 0.00
H -1.312 6.440 -1.039 0.05
H -1.239 4.686 -0.360 0.06
H -3.629 5.042 -0.164 0.04
C 2.311 -2.642 0.573 -0.11
C 0.903 -3.152 0.784 -0.25
C 0.135 -3.656 -0.167 -0.03
H 2.187 -1.889 -0.202 0.07
H 3.000 -3.429 0.274 0.07
H 2.629 -2.100 1.454 0.06
H 0.386 -2.761 1.654 0.09
H -0.910 -3.894 -0.052 0.04
H 0.441 -3.734 -1.211 0.06
```

Values from the calculation:
Kohn-Sham gap = 10.72 eV
SMILES = C=CC.C=N
Lowest unoccupied orbital energy = 1.20 eV
E_HOMO = -9.52 eV
Multiplicity = 1
Strongest force on any atom = 0.0459 Eh/bohr
Energy above the lowest of the compared OMol25 structures with the same formula, charge and spin = 53.7 kcal/mol

---

Record 7
The following is a DFT calculation (the ωB97M-V functional and the def2-TZVPD basis) of an isolated molecule of C3H4O3.

Geometry as XYZ:
```
10
Properties=species:S:1:pos:R:3:lowdin_charge:R:1
O -1.754 1.186 0.214 0.00
C 0.632 0.373 1.045 0.11
C 0.104 -0.077 -0.089 -0.32
O -1.144 0.182 -0.586 -0.07
C 0.841 -0.983 -1.019 -0.19
O 2.036 -1.157 -0.956 0.07
H -2.676 0.891 0.174 0.12
H 1.647 0.072 1.275 0.08
H 0.087 1.013 1.727 0.07
H 0.215 -1.504 -1.769 0.13
```

Values from the calculation:
Kohn-Sham gap = 9.80 eV
SMILES = C=C(C=O)OO
Lowest unoccupied orbital energy = 0.25 eV
E_HOMO = -9.55 eV
Multiplicity = 1
Strongest force on any atom = 0.0121 Eh/bohr
Energy above the lowest of the compared OMol25 structures with the same formula, charge and spin = 101.6 kcal/mol

---

Record 8
The following is a DFT calculation (the ωB97M-V functional and the def2-TZVPD basis) of an isolated molecule of C7H7N in a non-equilibrium geometry.

Geometry as XYZ:
```
15
Properties=species:S:1:pos:R:3:lowdin_charge:R:1
C -1.634 -0.530 -0.616 0.00
C -0.424 -0.446 -1.103 -0.18
C 0.814 -0.367 -0.297 -0.31
C 1.938 -0.688 -0.958 0.08
C 0.530 -0.089 1.117 -0.10
C -0.051 0.906 1.750 -0.10
C -0.871 1.749 0.883 -0.24
H -2.451 -0.579 -1.332 0.07
H -1.918 -0.403 0.476 0.09
H -0.158 -0.716 -2.089 0.08
H 1.850 -0.822 -2.119 0.11
H 2.908 -0.761 -0.524 0.05
H 1.214 -0.772 1.763 0.15
H -0.250 1.042 2.888 0.15
N -1.497 2.477 0.160 0.15
```

Values from the calculation:
Kohn-Sham gap = 9.02 eV
SMILES = C=CC(=C)/C=C\C#N
Lowest unoccupied orbital energy = -0.07 eV
E_HOMO = -9.09 eV
Multiplicity = 1
Strongest force on any atom = 0.1164 Eh/bohr
Energy above the lowest of the compared OMol25 structures with the same formula, charge and spin = 58.7 kcal/mol